# 1
DFT (ωB97M-V/def2-TZVPD) results for C13H14O5S2 in the gas phase at a distorted geometry.

Last column: Mulliken charge in e.
CARTESIAN COORDINATES (ANGSTROEM)
S 1.0711 -1.0922 -0.0202  1.510
S -0.0966 2.4954 2.0701  1.219
O 3.5323 0.4918 3.4367  -0.548
O 0.8682 -2.4453 0.4789  -0.662
O 2.3907 -0.8320 -0.6475  -0.677
O -1.3037 2.6416 2.9454  -0.710
O 0.2103 3.8145 1.4696  -0.684
C -0.8152 -0.0065 -3.4905  -0.559
C -2.5145 -1.0517 -2.0806  -0.629
C -1.5819 -1.4192 -1.0261  -0.811
C -3.0648 -0.1477 -4.2843  -1.535
C 1.4923 0.4580 2.3973  0.058
C -0.1836 -0.9008 -1.3164  -0.053
C -0.3978 1.2345 0.8751  -0.573
C 0.7403 0.2157 1.2062  0.237
C 2.7882 -1.7095 3.1731  -1.222
C 2.6381 -0.1980 2.9518  0.360
C -2.1171 -0.4019 -3.2471  1.293
C 1.1645 1.7738 3.0321  -0.884
C 0.1533 -0.3224 -2.5759  -0.387
H -3.0328 0.8621 -4.6362  0.372
H -3.6396 -1.2544 -2.0001  0.163
H 1.9730 2.5254 3.1228  0.431
H -4.0813 -0.3559 -3.9219  0.373
H -0.4567 0.4237 -4.4429  0.337
H 1.8930 -2.2896 3.3787  0.320
H -1.9585 -1.9289 -0.1713  0.499
H 0.9727 1.6612 4.1194  0.442
H -1.4314 0.8455 0.9520  0.405
H 1.1583 -0.0347 -2.8274  0.452
H -2.9407 -0.7873 -5.1226  0.328
H 3.3710 -1.9220 4.0252  0.448
H -0.1920 1.7208 -0.0856  0.394
H 3.3906 -2.0639 2.2623  0.291

LUMO level: -1.251 eV
highest occupied orbital energy: -9.91 eV
total charge: 0
energy above the lowest of the compared OMol25 structures with the same formula, charge and spin: 58.7 kJ/mol
DFT total energy: -1676.200139 hartree
2S+1: 1
HOMO-LUMO gap: 8.7 eV

***

# 2
DFT (ωB97M-V/def2-TZVPD) results for C13H14OS in the gas phase at a distorted geometry.

Last column: Mulliken charge in e.
CARTESIAN COORDINATES (ANGSTROEM)
S -0.4920 -1.5389 1.1191  0.190
O 0.7835 -2.2945 0.8881  -0.592
C -0.5435 -1.9293 -2.4542  -0.596
C 0.4108 0.5166 2.9079  -0.886
C 0.1340 0.1676 1.6254  0.582
C -2.3842 -0.0905 0.1228  -1.558
C -1.1551 -0.7869 -0.4451  1.384
C 0.9280 2.1942 0.7854  -0.554
C 1.0468 1.6843 3.1459  -0.434
C -1.4670 -1.6308 -1.5479  -0.691
C 0.3746 0.9524 0.5324  0.176
C 0.8658 -1.2134 -2.5561  -1.282
C 0.0429 0.3826 -0.7967  -0.417
C 1.2384 -0.3141 -1.3353  -0.835
C 1.3236 2.5732 2.0837  -0.889
H 0.1218 -0.1377 3.6847  0.477
H 1.3988 2.0315 4.0997  0.381
H -2.4350 -2.1346 -1.6669  0.271
H -2.1485 0.6508 0.9574  0.428
H 1.8636 3.3972 2.2298  0.567
H -0.4417 1.1482 -1.3569  0.811
H 1.8913 0.4585 -1.6664  0.561
H -0.6648 -2.6439 -3.2958  0.352
H 0.9241 2.9090 -0.0117  0.434
H -3.0895 -1.0046 0.4258  0.340
H 1.8245 -0.9898 -0.6690  0.331
H 1.0731 -0.9061 -3.5382  0.543
H 1.4613 -2.0554 -2.6650  0.569
H -2.8858 0.6043 -0.6029  0.339

LUMO level: 0.779 eV
highest occupied orbital energy: -8.58 eV
total charge: 0
energy above the lowest of the compared OMol25 structures with the same formula, charge and spin: 163.9 kJ/mol
DFT total energy: -977.093648 hartree
2S+1: 1
HOMO-LUMO gap: 9.4 eV

***

# 3
DFT (ωB97M-V/def2-TZVPD) results for a molecular structure, C13H15AgCl3NO3S4.

Last column: Mulliken charge in e.
CARTESIAN COORDINATES (ANGSTROEM)
Ag 0.6247 2.2431 0.4457  0.579
Cl 3.6715 -3.7052 0.2212  -0.226
Cl 1.6547 -1.8321 1.3144  -0.006
Cl -4.2245 -4.9350 -0.6550  -0.293
S 2.6127 3.8452 1.0426  -0.586
S -0.7092 3.7767 -1.0044  -0.605
S 0.9672 4.8357 -1.6393  -0.231
S 1.8906 5.5285 0.0466  -0.179
O -2.2746 0.4803 0.3826  -0.246
O 0.0710 0.5385 1.9962  -0.532
O -1.3701 -0.1519 3.5813  -0.764
N 1.9308 0.7026 -1.2410  -0.534
C 5.0467 1.9191 -0.4168  -0.947
C -3.5350 -2.9014 1.0090  -0.987
C -3.0669 -1.6231 1.2870  -0.555
C -2.2229 1.0456 1.6996  -1.102
C -2.7847 -1.2180 -1.0970  0.820
C -2.7126 -0.7751 0.2379  0.836
C -3.6313 -3.3195 -0.3008  0.309
C -1.0618 0.4218 2.5198  0.778
C 2.0798 -3.5015 1.0399  -0.330
C 2.8915 1.3029 -1.4315  0.255
C -3.2535 -2.4945 -1.3510  -0.771
C -2.3353 -0.2920 -2.1862  -1.106
C 4.0691 2.1555 -1.5601  0.013
H 3.6790 3.1737 -1.4699  0.057
H -2.3738 -0.7881 -3.1572  0.366
H 4.5364 2.1025 0.5271  0.158
H -1.3187 0.0590 -1.9984  0.117
H -2.9239 -1.2984 2.3113  0.409
H 4.5271 2.0088 -2.5396  0.350
H 5.8791 2.6200 -0.4913  0.286
H 1.3594 -3.9806 0.3887  0.246
H -3.3177 -2.8542 -2.3706  0.328
H 2.1734 -4.0371 1.9765  0.287
H 5.4378 0.8990 -0.4245  0.332
H -2.9550 0.6060 -2.2187  0.266
H -3.1842 0.9118 2.2014  0.318
H -3.8086 -3.5716 1.8132  0.404
H -2.0380 2.1032 1.5112  0.482

LUMO level: 4.049 eV
highest occupied orbital energy: -0.90 eV
total charge: -2
DFT total energy: -3905.271272 hartree
2S+1: 1
HOMO-LUMO gap: 5.0 eV

***

# 4
DFT (ωB97M-V/def2-TZVPD) results for a molecular structure, C13H15B2CrN4O25 at a distorted geometry.

Last column: Mulliken spin population.
CARTESIAN COORDINATES (ANGSTROEM)
Cr 0.6098 -0.0844 -1.4193  3.830
O -2.2665 -2.8060 2.3670  0.005
O 0.3334 2.8408 1.6817  0.011
O 0.4946 1.2860 -5.6109  0.012
O 0.1500 -2.0620 6.1123  0.006
O -2.2972 -0.9823 3.9577  0.010
O -1.0994 1.6234 -1.3429  0.025
O 1.7377 -2.5458 -4.2398  0.027
O 2.2032 1.1062 -2.1280  0.039
O -0.1067 0.1629 -3.7923  0.003
O -5.8472 1.7544 3.5904  0.111
O 0.7754 0.9622 0.7260  0.002
O -3.2729 2.0969 4.9062  0.614
O -0.5704 -1.2595 -0.1772  -0.030
O -2.9770 3.5452 0.8706  0.002
O -2.6350 -3.4465 0.2058  0.002
O 0.6103 -2.0229 -2.4237  0.010
O 3.1287 -3.3406 -0.6350  0.007
O -2.5455 2.1223 2.8105  0.076
O 2.5241 -1.2867 -0.4610  -0.004
O -0.4377 -2.3422 3.9116  0.009
O -1.6800 4.4948 -0.8074  0.001
O -2.1812 -0.1383 6.0476  0.141
O -4.5820 2.0055 1.6708  0.074
O -2.4474 1.3560 0.4271  -0.001
O -0.7421 -1.0709 2.0027  0.023
N 3.3923 -2.1419 -0.5034  0.006
N 0.9917 -2.8403 -3.3065  0.004
N 1.1064 1.8882 1.4180  0.000
N -0.3332 0.8542 -4.7748  0.004
C -3.4354 2.0418 3.6951  -0.050
C -0.5625 -1.7768 5.1589  0.006
C 2.5191 2.0077 1.8521  0.002
C -1.1281 -1.5425 0.8450  0.015
C -1.7263 -0.8090 5.1021  -0.013
C 4.8014 -1.6634 -0.3102  0.001
C -2.1037 -2.6999 1.0677  0.006
C -1.9019 2.0632 -0.4994  0.003
C -4.7968 1.9787 2.9975  0.031
C -2.2477 3.5706 -0.2141  0.001
C -1.7363 1.3302 -4.9667  0.001
C 3.4560 1.7252 -1.9897  -0.002
C 0.6819 -4.2719 -3.2004  0.001
B -3.1285 2.2112 1.4349  -0.025
B -1.4661 -1.7691 3.0548  -0.002
H 3.6546 2.4323 -2.7951  0.001
H -2.4600 0.5245 -4.8433  0.000
H 2.6491 2.0202 2.9342  0.000
H 5.3787 -2.3807 0.2732  0.000
H 3.0015 1.1314 1.4191  0.000
H 5.3528 -1.5160 -1.2388  0.000
H 0.7579 -4.7520 -4.1760  0.000
H 4.2919 1.0316 -1.8994  0.003
H 4.7046 -0.6977 0.1859  0.000
H -1.8467 1.7706 -5.9576  0.000
H 1.3389 -4.6272 -2.4065  0.000
H -2.0655 1.9611 -4.1410  0.000
H 3.4437 2.3192 -1.0758  0.003
H 2.8904 2.9582 1.4691  0.000
H -0.3528 -4.3003 -2.8589  0.000

LUMO level (alpha / beta): -1.736 / -6.136 eV
highest occupied orbital energy (alpha / beta): -8.06 / -8.22 eV
<S²>: 8.7659
total charge: 0
energy above the lowest of the compared OMol25 structures with the same formula, charge and spin: 0.0 kJ/mol
DFT total energy: -3698.476801 hartree
2S+1: 6
HOMO-LUMO gap (alpha / beta): 6.3 / 2.1 eV

***

# 5
DFT (ωB97M-V/def2-TZVPD) results for 2 unconnected molecules or ions with the total composition C13H15BCl4O at a distorted geometry.

Last column: Mulliken charge in e.
CARTESIAN COORDINATES (ANGSTROEM)
Cl -4.9354 1.4789 1.8353  -0.200
Cl 3.0153 0.3555 3.2573  -0.305
Cl 3.8544 2.9497 1.7784  -0.309
Cl 4.0287 0.2280 0.3692  -0.304
O 1.7007 1.4838 1.1797  -0.553
C 1.7167 -3.4799 -1.4513  -1.303
C -0.1491 -0.1246 -1.7988  1.361
C -2.3756 2.2816 1.6985  -0.632
C -2.7851 -0.1416 1.6523  -0.620
C 1.3867 -2.0314 -1.5663  0.036
C -1.4285 -0.3709 1.4558  -0.329
C 0.7169 0.7864 -1.1636  -1.242
C -0.5558 0.7432 1.3387  0.376
C -1.0166 2.0600 1.5375  -0.414
C 0.8318 0.5480 0.9103  -0.587
C -1.4613 0.3573 -2.3272  -1.405
C 0.1497 -1.5277 -1.8047  -0.451
C -3.2547 1.1849 1.6906  0.398
B 3.0874 1.2536 1.6476  0.752
H -1.3651 0.9233 -3.2631  0.336
H 1.1793 -0.4768 0.7496  0.789
H -1.0447 -1.3989 1.3639  0.421
H 1.7492 0.4920 -0.9474  0.190
H 2.7949 -3.5920 -1.3236  0.365
H -1.9211 1.0296 -1.5926  0.324
H -0.6648 -2.2257 -2.0474  0.250
H 0.5696 1.8545 -1.3830  0.423
H -0.2903 2.8813 1.5081  0.474
H 1.2299 -3.9816 -0.6041  0.279
H 1.4213 -4.0272 -2.3492  0.354
H -2.7701 3.2934 1.8035  0.395
H -2.1418 -0.4828 -2.5077  0.377
H -3.4891 -0.9742 1.7341  0.393
H 2.2169 -1.3497 -1.3806  0.363

LUMO level: -2.034 eV
highest occupied orbital energy: -9.17 eV
total charge: 0
energy above the lowest of the compared OMol25 structures with the same formula, charge and spin: 80.5 kJ/mol
DFT total energy: -2445.296690 hartree
2S+1: 1
HOMO-LUMO gap: 7.1 eV

***

# 6
DFT (ωB97M-V/def2-TZVPD) results for a molecular structure, C13H15BF4N5O2RuS at a distorted geometry.

Last column: Mulliken charge in e.
CARTESIAN COORDINATES (ANGSTROEM)
Ru 0.1091 -0.5079 0.1464  0.782
S -1.4361 0.2772 1.5685  -0.261
F 0.0064 -3.3259 -0.8050  -0.345
F -1.4123 -1.5138 -0.9269  -0.525
F -1.5621 -3.0016 0.8222  -0.387
F -2.2192 -3.6830 -1.2887  -0.258
O 4.1528 -5.4283 2.5736  -0.363
O 1.1690 -0.5899 -1.5558  -0.507
N -0.7013 1.9426 3.5192  -0.336
N 1.2578 0.9010 0.8880  0.812
N 2.3072 -3.3622 2.5691  -0.079
N 1.0764 -1.7206 1.2452  -0.073
N 0.9322 1.5489 2.0059  -1.185
C 2.4352 1.2346 0.3868  -0.414
C 4.2792 1.2675 -1.1685  -0.805
C 3.0020 0.7765 -0.8199  0.700
C 4.8587 0.9412 -2.3602  -0.584
C -0.3051 1.3317 2.4180  0.743
C 4.1810 0.1061 -3.2985  -0.485
C 1.8341 -4.7676 2.5487  -0.495
C 1.6711 -2.4605 1.9055  0.321
C 2.9490 -0.3856 -3.0310  -0.581
C 3.6530 -3.1379 3.1278  -0.552
C 2.9163 -5.6197 1.9095  -0.524
C 4.6140 -4.1020 2.4475  -0.514
C 2.3119 -0.0962 -1.7796  0.848
B -1.3256 -3.0004 -0.5463  0.708
H 2.4122 -1.0207 -3.7216  0.508
H -1.6338 1.8107 3.8742  0.216
H 4.7881 1.9217 -0.4729  0.389
H 1.6621 -5.0709 3.5817  0.254
H 3.0105 -5.3669 0.8462  0.323
H 0.8988 -4.8129 1.9927  0.415
H 3.9382 -2.0994 2.9676  0.415
H 2.9813 1.9723 0.9655  0.416
H 4.6631 -0.1311 -4.2374  0.401
H 4.7206 -3.8337 1.3879  0.324
H 2.6618 -6.6736 1.9977  0.365
H 5.5918 -4.0507 2.9230  0.366
H 5.8374 1.3277 -2.6079  0.431
H -0.0766 2.5800 3.9894  0.252
H 3.6079 -3.3378 4.1990  0.285

LUMO level (alpha / beta): -6.776 / -6.833 eV
highest occupied orbital energy (alpha / beta): -11.58 / -11.56 eV
total charge: +1
energy above the lowest of the compared OMol25 structures with the same formula, charge and spin: 93.3 kJ/mol
DFT total energy: -1845.950418 hartree
2S+1: 1
HOMO-LUMO gap (alpha / beta): 4.8 / 4.7 eV